Computed, not measured: a molecular structure, C30H46N3O4OsP2S2, with wB97M-V/def2-TZVPD.

Geometry (Å):
C 2.83 -2.00 -3.37
H -0.21 -5.59 -0.14
H 4.34 -0.16 -0.98
S -0.95 2.53 0.72
H 5.94 -0.81 -2.58
N 0.28 4.94 0.92
P 1.47 0.36 0.28
S -0.77 1.92 -3.26
C -4.85 -1.62 -0.66
O 0.48 1.53 -2.48
C 2.23 -0.60 -1.06
H 0.42 6.34 -2.01
O -1.10 0.98 -4.29
C 3.86 -1.38 -2.67
H -4.66 0.30 3.21
C -2.34 -5.60 1.58
H 2.62 -2.36 0.99
C 3.84 1.61 1.26
C 1.52 -1.95 -2.93
H 3.06 -2.52 -4.29
H 0.54 -1.26 1.69
C 0.31 5.76 -1.11
H 5.66 -2.48 -3.08
C -4.47 -0.20 2.26
H 1.72 2.91 -1.18
H -5.66 -1.55 -1.39
C 1.47 -0.69 1.79
C 2.63 -1.68 1.84
C -2.05 -0.20 2.90
C 0.46 4.80 2.36
H 4.49 1.01 0.63
H -0.49 4.56 2.83
H 3.59 -1.18 1.88
H 3.16 3.63 -0.42
H -2.05 -1.27 3.11
C 1.38 0.15 3.08
H 0.72 -2.41 -3.50
C -0.10 -3.54 -0.73
H -4.61 -1.27 2.42
N -0.28 4.52 -1.11
C -2.29 -3.17 0.93
H -5.27 -1.50 0.32
C 2.66 2.69 -0.68
Os -0.62 0.69 -0.85
H -1.81 -6.53 1.36
H 2.54 -2.29 2.75
C -3.06 0.16 1.82
H -2.29 0.33 3.82
C 0.66 6.03 0.17
C -0.29 4.01 0.12
H 3.77 1.12 2.22
H -0.64 4.08 -1.98
H -5.23 0.15 1.56
C -1.75 -4.45 0.82
C 1.24 -1.26 -1.77
C -3.78 -0.58 -1.05
C -1.75 -2.09 0.24
C 2.48 1.86 0.60
H -3.03 1.24 1.67
H 3.29 2.17 -1.40
C -0.65 -2.27 -0.60
H -2.61 -0.27 -2.90
H -2.74 -1.95 -2.37
H -3.15 -3.01 1.57
H -4.12 -1.13 -3.09
H 1.85 2.43 1.30
H -2.28 -5.42 2.65
H 2.36 0.48 3.40
H -4.22 0.42 -1.11
C -3.26 -0.99 -2.43
H -1.04 0.09 2.61
C 5.28 -1.46 -3.16
H 4.33 2.57 1.40
H 5.34 -1.17 -4.21
N -0.09 -1.11 -1.24
P -2.41 -0.42 0.19
H 1.12 6.89 0.61
H -3.39 -5.74 1.32
H 0.97 -0.47 3.88
H 0.82 5.75 2.75
C 3.54 -0.67 -1.51
O -1.79 1.77 -2.05
H 0.74 1.03 2.97
H 1.18 4.02 2.58
O -0.72 3.32 -3.61
C -0.66 -4.61 -0.03
H 0.76 -3.72 -1.36
H -4.43 -2.62 -0.74

DFT total energy = -87231.0833 eV
LUMO level = -0.1402 Eh
relative energy (zero: lowest compared OMol25 entry of this formula, charge and spin) = 0.0000 eV
total charge = +1
strongest force on any atom = 0.00907 hartree/bohr
HOMO-LUMO gap = 7.07 eV


Computed, not measured: a molecular structure, C30H46N4O4SbSi3Y, with wB97M-V/def2-TZVPD.

Geometry (Å):
O 3.43 1.67 1.83
C -1.29 -3.13 -0.29
Y 2.13 0.42 0.69
C 0.19 4.94 -1.01
H -2.61 0.16 -4.33
H 1.01 4.54 2.23
H 0.94 -2.05 -4.34
Si -3.35 -0.70 -0.80
H -4.19 -3.07 -1.25
H -2.79 2.15 -1.02
H 3.31 1.10 5.04
H -1.32 -4.98 0.79
H 2.46 -5.53 -0.12
C 2.77 1.16 4.08
C -0.26 -3.42 1.83
C -0.73 1.29 2.50
H 0.90 -2.93 -2.83
H -3.11 1.23 0.82
H 1.19 -3.44 -0.49
C -1.47 -0.86 -1.30
N 2.75 -2.19 -0.06
H 1.33 -1.23 -2.84
H 3.31 -0.70 3.49
H -2.41 2.25 -2.75
C -0.92 -1.77 -0.29
H 0.68 5.91 -0.97
C -0.99 -3.95 0.77
C -2.50 2.72 3.25
H 0.81 -1.69 2.48
H -0.08 0.44 2.65
H -4.52 -0.67 -3.02
C 2.94 -4.57 -0.01
C -1.58 -0.17 -4.40
H -1.44 -0.56 -5.40
H -4.12 0.97 -2.56
Si 1.26 3.62 -0.10
H 2.63 3.94 2.00
H 4.85 -5.37 0.58
H 2.17 5.48 1.33
C 0.18 -2.12 1.71
O 3.87 0.13 -0.55
H 3.24 2.34 -1.04
H -0.03 -4.00 2.71
C 4.87 -3.23 0.37
H -1.86 -3.50 -1.12
C -3.51 0.23 0.85
O 5.87 -0.57 0.20
H -1.69 3.39 -1.61
H -3.24 -2.93 -3.38
C 2.23 -3.40 -0.20
C 0.48 1.93 0.38
N -0.12 -1.30 0.69
C 2.71 3.26 -1.30
N 2.44 -0.16 3.51
C 0.68 -1.97 -3.29
H 5.92 -3.08 0.54
Si -1.17 -1.50 -3.10
C -4.46 0.02 -2.19
H -2.16 -3.09 -4.74
N -1.35 3.19 1.21
C 4.28 -4.48 0.35
H -5.27 -2.17 -0.21
H -1.82 -3.96 -3.27
H 3.44 4.06 -1.27
H 1.85 1.74 4.24
C 4.07 -2.11 0.14
H -3.26 3.00 3.96
H 2.36 3.17 -2.33
H -2.82 4.38 1.93
H -3.80 -2.87 0.44
C -4.22 -2.37 -0.42
C 3.66 1.95 3.06
C -2.26 3.48 2.12
H 0.07 4.68 -2.06
H -0.95 0.71 -4.29
C -2.20 -3.02 -3.66
H -5.46 0.15 -1.80
Sb -0.27 1.09 -1.50
C 4.69 -0.71 -0.04
C -1.71 1.58 3.43
H -1.86 0.95 4.29
H -2.98 -0.31 1.64
H -0.79 5.06 -0.56
H -4.55 0.30 1.16
H 1.81 -0.64 4.16
O 4.47 2.74 3.48
C 1.82 4.47 1.52
C -2.02 2.37 -1.75
C -0.56 2.12 1.38

DFT total energy = -77226.5081 eV
LUMO level = -0.0059 Eh
relative energy (zero: lowest compared OMol25 entry of this formula, charge and spin) = 2.2610 eV
strongest force on any atom = 0.03475 hartree/bohr
HOMO-LUMO gap = 7.66 eV